[1]
Here is a molecular structure, C34H44N9Se2Zn from OMol25. Energies are from ωB97M-V/def2-TZVPD.

* HOMO-LUMO gap: 0.214 hartree
* spin multiplicity: 1
* energy above the lowest of the compared OMol25 structures with the same formula, charge and spin: 66.7 kJ/mol
* lowest unoccupied orbital energy: -3.74 eV
* net charge: +1
* E_HOMO: -9.5 eV

Atoms and positions in Å:
Se1 2.41797 1.47931 -3.93180
Se2 -1.97804 0.59664 -1.90951
Zn1 -0.26544 1.04332 -0.30948
N1 -0.38972 1.02632 1.85728
N2 1.36693 1.47459 -2.51893
N3 0.56300 3.05718 -0.98453
N4 -0.48625 0.42704 4.16485
N5 2.83996 -1.85407 1.05811
N6 2.75221 3.19799 -3.87921
N7 1.21075 -2.25690 -0.52270
N8 -1.99161 -0.44556 2.67563
N9 1.44032 -0.10394 0.26788
C1 2.08299 3.67813 -2.84948
C2 1.14503 -3.67268 -0.19599
C3 0.83193 0.86277 4.59964
C4 0.59285 4.31569 -0.65044
C5 2.32043 0.94319 0.66893
C6 0.45206 -1.86791 -1.70129
C7 -7.60698 2.83713 -0.37600
C8 1.84378 -1.34970 0.25900
C9 -2.68588 3.57643 -0.90705
C10 -4.72809 -1.05351 -1.62294
C11 -6.04748 0.94609 -0.97213
C12 3.58758 1.00439 0.13941
C13 -5.11719 3.10765 -0.65928
C14 -3.84983 2.63154 -0.97011
C15 2.06984 5.03636 -2.42355
C16 -1.44740 0.37732 5.26478
C17 0.53159 2.08663 2.08461
C18 3.90354 -2.66823 0.48983
C19 2.28723 4.23355 2.49607
C20 1.32695 5.33122 -1.33131
C21 1.31036 2.71563 -2.09303
C22 -0.91927 0.37746 2.86296
C23 0.14222 3.19651 2.79049
C24 -2.82816 -0.32366 1.49585
C25 -4.79386 0.42024 -1.29598
C26 -6.23662 2.28220 -0.66809
C27 1.02271 4.27529 3.00178
C28 4.44115 2.09495 0.38121
C29 3.12754 -1.30849 2.36919
C30 2.72363 3.12461 1.72718
C31 1.84859 2.02372 1.50036
C32 -3.68848 1.27766 -1.30431
C33 4.01889 3.13316 1.15705
C34 -2.00904 -1.77157 3.27979
H1 -5.23509 4.16097 -0.41824
H2 1.27333 6.34529 -0.95879
H3 -0.62354 -1.94277 -1.53157
H4 -5.31485 -1.26920 -2.51809
H5 -5.15467 -1.63868 -0.80373
H6 -7.95404 3.45462 -1.20799
H7 4.65967 3.98917 1.33405
H8 -6.90322 0.27551 -0.96805
H9 -2.45587 0.24003 4.88995
H10 0.68580 -0.84425 -1.97736
H11 3.66295 -2.95857 -0.52963
H12 3.40168 -2.13204 3.03190
H13 -3.80690 -0.74665 1.72595
H14 1.74166 -4.27534 -0.88533
H15 3.91390 0.19947 -0.50965
H16 -2.96217 0.72060 1.22633
H17 1.48951 -3.84856 0.81840
H18 1.15696 0.21160 5.41414
H19 -7.59697 3.46791 0.51411
H20 5.43040 2.10376 -0.05937
H21 -2.11229 3.56248 -1.83562
H22 0.81985 1.89284 4.96490
H23 3.94468 -0.58176 2.36132
H24 -2.94031 -1.94410 3.82208
H25 -1.17520 -1.89569 3.96503
H26 -1.92769 -2.52966 2.49509
H27 4.06430 -3.56908 1.08583
H28 4.83944 -2.09925 0.47370
H29 -3.02793 4.59575 -0.71879
H30 0.68585 5.13600 3.56722
H31 -2.00946 3.28616 -0.09714
H32 0.10805 -4.00401 -0.27614
H33 -1.20738 -0.43367 5.95682
H34 -1.40841 1.31939 5.81954
H35 -3.70870 -1.38539 -1.79828
H36 2.23475 -0.83496 2.76506
H37 -2.41616 -0.85401 0.63605
H38 -0.00196 4.58363 0.21729
H39 -0.86650 3.23115 3.18682
H40 -8.33362 2.03856 -0.22950
H41 0.71524 -2.52860 -2.53078
H42 1.55897 0.80168 3.80020
H43 2.97407 5.05669 2.65373
H44 2.63108 5.78628 -2.96534

Atoms 1-3, force components in eV/Å:
0.1 -0.4 -0.2
0.1 0.2 -0.1
-0.5 -0.4 0.3

[2]
Here is a molecular structure, C34H45BrN3O2S5SbTa from OMol25. Energies are from ωB97M-V/def2-TZVPD.

* HOMO-LUMO gap: 0.274 hartree
* spin multiplicity: 1
* energy above the lowest of the compared OMol25 structures with the same formula, charge and spin: 54.5 kJ/mol
* lowest unoccupied orbital energy: 2.21 eV
* net charge: -1
* E_HOMO: -5.3 eV

Atoms and positions in Å:
Ta1 1.06315 1.45155 -0.45328
Sb1 3.41803 2.61508 0.40486
Br1 -1.54858 -0.25686 -0.81293
S1 3.71009 4.82255 0.45497
S2 5.28574 1.40457 0.82140
S3 2.72008 1.55339 -2.29612
S4 4.29891 -1.78024 -1.54832
S5 0.04931 3.34267 -0.08503
O1 0.57341 0.37527 1.14058
O2 -3.15957 1.32473 1.64537
N1 1.76934 -1.41856 -1.03956
N2 3.18885 -1.12514 0.80677
N3 -2.43369 3.30767 2.51560
C1 -1.20213 2.15325 -3.49075
C2 2.42704 1.51711 -6.79381
C3 -2.18439 -1.98057 1.34470
C4 -2.05399 -2.47032 2.63628
C5 0.69753 3.74919 -3.56474
C6 1.60860 0.86486 3.61820
C7 -0.08275 0.89993 -5.82629
C8 -2.45906 1.96035 2.40723
C9 3.16281 -2.04531 -2.83810
C10 0.85565 -0.40530 4.03960
C11 1.99532 2.04219 -5.58675
C12 1.88574 -1.50499 4.33707
C13 0.34381 0.37422 -7.04043
C14 1.02955 -2.41274 -4.53277
C15 0.73044 1.74381 -5.07402
C16 2.33248 -2.57133 -5.00532
C17 3.41266 -2.39785 -4.15622
C18 -1.05300 -1.92275 3.43000
C19 -1.43943 3.97546 3.32387
C20 0.11789 -0.05148 5.34349
C21 -3.19037 4.12397 1.59138
C22 2.95831 -1.39512 -0.49885
C23 -1.30787 -1.01672 0.89860
C24 -2.97984 -3.54125 3.21128
C25 0.31122 2.27501 -3.69702
C26 -2.14974 -4.75157 3.65987
C27 0.78514 -2.05813 -3.21832
C28 -4.00795 -4.01946 2.18580
C29 0.99143 1.35496 -2.65797
C30 1.86245 -1.84321 -2.36038
C31 1.60205 0.67793 -7.53145
C32 -0.26672 -0.50388 1.67895
C33 -0.16258 -0.93552 3.01332
C34 -3.73708 -2.96768 4.41704
H1 -1.06957 0.63732 -5.47002
H2 -0.64788 0.70650 5.16238
H3 -1.52516 1.10883 -3.47887
H4 -0.90480 3.24203 3.92596
H5 0.31732 4.30736 -4.42386
H6 2.66322 2.68060 -5.02468
H7 3.41734 1.76305 -7.15754
H8 1.77693 3.88703 -3.51036
H9 0.83159 0.35087 6.06544
H10 -1.46665 2.59351 -2.52907
H11 0.80120 0.32547 -2.96352
H12 -0.95863 -2.28900 4.44433
H13 2.60092 -1.15797 5.08722
H14 -0.36406 -0.91183 5.80705
H15 -1.75463 2.67050 -4.27945
H16 -4.64076 -4.78775 2.63493
H17 2.35866 -0.82031 1.29765
H18 2.33988 0.68386 2.83276
H19 2.15458 1.24668 4.48382
H20 -2.96802 -2.31923 0.68364
H21 -3.52603 -4.45381 1.30766
H22 4.42601 -2.52558 -4.51423
H23 -0.22175 -1.92416 -2.84549
H24 -4.33161 -2.10214 4.11925
H25 -0.71167 4.49407 2.69480
H26 -3.72791 4.90486 2.13459
H27 -3.05226 -2.64810 5.20388
H28 0.27430 4.17124 -2.65571
H29 -4.65469 -3.20418 1.85648
H30 2.50159 -2.82886 -6.04274
H31 1.39799 -2.40538 4.71671
H32 -1.76472 1.47314 3.11466
H33 0.93358 1.64475 3.26465
H34 -2.52384 4.59136 0.86322
H35 1.93868 0.26667 -8.47511
H36 -1.60506 -5.17876 2.81587
H37 -3.89909 3.48749 1.06838
H38 -4.40733 -3.72166 4.83837
H39 -1.42049 -4.47612 4.42295
H40 -0.31536 -0.27955 -7.59964
H41 -2.80018 -5.52405 4.07842
H42 -1.91251 4.69778 3.99398
H43 0.19725 -2.55508 -5.21025
H44 2.44337 -1.77947 3.44015
H45 4.03193 -0.57575 1.00355

Atoms 1-3, force components in eV/Å:
-0.8 0.0 -0.5
0.4 0.2 0.2
0.2 0.1 -0.1

[3]
Here is a molecular structure, C34H45N4O5P2Tm from OMol25. Energies are from ωB97M-V/def2-TZVPD.

* HOMO-LUMO gap (spin up / spin down): 0.294 / 0.294 hartree
* spin multiplicity: 3
* lowest unoccupied orbital energy (spin up / spin down): -5.77 / -5.77 eV
* ⟨S²⟩: 2.002
* net charge: +2
* E_HOMO (spin up / spin down): -13.8 / -13.8 eV

Atoms and positions in Å:
Tm1 -0.05420 -0.22010 0.25940
P1 0.06160 2.61970 0.07380
P2 2.60790 0.28700 0.06010
O1 -2.03080 -0.29640 -0.19280
O2 3.10860 3.04040 7.45110
O3 -1.54870 -6.67740 -0.16360
O4 1.20780 2.59830 4.50900
O5 -0.08920 -2.15700 -0.17600
N1 0.10590 -0.79720 2.69840
N2 1.70290 3.87290 1.82110
N3 1.30090 1.77100 6.61660
N4 3.71670 1.97300 1.79930
C1 4.90240 3.16850 3.49710
C2 -0.74660 -4.39040 -0.13320
C3 -3.09400 -4.97160 -0.04430
C4 -2.45500 -2.62470 -0.05930
C5 -2.85740 -1.26810 -0.11930
C6 -3.43290 -3.66100 -0.01900
C7 0.57180 0.36160 4.76900
C8 3.80590 3.03230 2.62270
C9 4.66390 1.55340 -1.41730
C10 -0.19170 -0.55710 5.48110
C11 -4.31590 -0.89770 -0.12170
C12 -1.36480 3.18270 1.18380
C13 1.08840 1.67500 5.29810
C14 4.96100 4.25140 4.33200
C15 3.41140 0.70160 -1.59710
C16 -0.25430 -7.24140 -0.23150
C17 2.85670 5.11650 3.50440
C18 0.72360 0.15820 3.40130
C19 3.84080 -0.73150 0.93370
C20 0.21880 4.06870 -1.03830
C21 -1.18080 4.54940 1.83470
C22 2.66510 1.85210 1.02790
C23 -1.73120 -5.36630 -0.11710
C24 -1.06290 -3.02220 -0.11680
C25 3.72430 -0.63100 -2.27870
C26 -1.55420 2.13020 2.27860
C27 -0.77680 -1.60370 4.78200
C28 2.37380 1.45990 -2.42440
C29 2.76840 4.01890 2.62590
C30 1.61440 2.81670 1.05800
C31 -2.59160 3.17930 0.26370
C32 -0.64050 -1.66340 3.40180
C33 1.74140 3.01540 7.24580
C34 3.93740 5.21910 4.33900
H1 -0.33220 4.54550 2.51430
H2 2.74320 1.60250 -3.43930
H3 1.30690 0.94900 7.20060
H4 -2.58380 4.02420 -0.42100
H5 3.94480 -1.67440 0.39770
H6 4.56150 -1.13850 -1.80490
H7 -0.68970 4.17050 -1.62840
H8 -2.44610 2.37110 2.85410
H9 -1.69540 1.12110 1.84690
H10 4.42540 2.51810 -0.97130
H11 -3.83610 -5.75220 -0.03390
H12 0.30280 -4.63970 -0.18990
H13 2.84700 -1.28490 -2.26310
H14 3.99320 -0.45300 -3.31900
H15 3.48160 -0.94270 1.94160
H16 -0.70400 2.13960 2.96170
H17 -4.83080 -1.30820 0.74330
H18 -2.64330 2.25250 -0.31430
H19 2.20660 2.44410 -1.99210
H20 -4.80520 -1.28080 -1.01540
H21 4.01500 6.05170 5.02030
H22 -1.03900 5.33780 1.10060
H23 -1.36360 -2.34690 5.29960
H24 -0.36850 -0.44630 6.54010
H25 5.67050 2.41360 3.48210
H26 0.35160 -6.94160 0.62630
H27 5.12170 1.73680 -2.38780
H28 1.37740 0.83600 2.85870
H29 5.40210 1.05870 -0.79130
H30 -0.40730 -8.31890 -0.20840
H31 1.05620 3.96530 -1.72320
H32 2.06520 5.84850 3.49980
H33 -3.49940 3.25490 0.85750
H34 1.27540 3.07890 8.23280
H35 -1.15350 -2.43340 2.83570
H36 1.42090 0.91020 -2.47910
H37 -4.47490 -3.39230 0.01200
H38 -2.07690 4.79410 2.40260
H39 5.80620 4.37620 4.99220
H40 -4.41180 0.18600 -0.10860
H41 1.39200 3.83640 6.60860
H42 0.37580 4.95780 -0.42760
H43 0.25480 -6.96700 -1.15870
H44 4.79880 -0.21650 0.99540
H45 3.57620 3.24470 6.63360

Atoms 1-3, force components in eV/Å:
1.0 0.8 1.8
0.0 1.3 0.2
1.5 0.5 -0.6

M: 802.10 1070.70 820.64 (g mol⁻¹)
Max |F|: 0.838 0.927 2.191 (eV/A)